Here is a structure of composition C7H4NdO5 in a non-equilibrium geometry from OMol25. Energies are from ωB97M-V/def2-TZVPD.

ORCA input file:
```
! RIJCOSX wB97M-V def2-TZVPD def2/J DEFGRID3
* xyz 3 4
Nd 0.3730 -0.2256 0.4552
C 0.0637 1.4613 2.2900
O -0.1137 2.1832 3.1766
C 0.0552 2.1949 -0.1919
O -0.0875 3.2787 -0.5511
C -2.0943 0.3189 0.6491
O -3.2309 0.3767 0.7842
C 2.9783 0.4662 0.5235
O 4.1281 0.6025 0.4695
C 0.1273 -1.8112 -1.8131
H 1.0639 -2.4000 -1.7219
H -0.7968 -2.3746 -1.5939
C 0.1143 -0.5284 -2.3273
H -0.8110 0.0180 -2.5133
H 1.0303 0.0022 -2.6031
O -1.7402 -2.1096 2.8246
C -1.0596 -1.4532 2.1428
*
```

As for the HOMO energy (alpha / beta): -0.8683 / -0.8678 Ha. The value obtained for the largest force on an atom is 7.9 eV/A. For the frontier orbital gap (alpha / beta), the calculation gives 8.734 / 8.844 eV.


Here is a structure of composition C7H4S2 in a non-equilibrium geometry from OMol25. Energies are from ωB97M-V/def2-TZVPD.

ORCA input file:
```
! RIJCOSX wB97M-V def2-TZVPD def2/J DEFGRID3
* xyz 0 1
C 0.9724 -2.4459 -1.0348
C 0.5693 -1.1975 -1.0931
C 2.1701 0.6741 0.1240
C 1.4739 -0.5649 -0.0803
C 0.9274 0.5457 0.8864
C -0.2635 1.4424 0.4631
C -0.9382 1.0641 -0.5884
S 1.9170 -2.1838 0.5142
S 3.3623 1.6170 -0.3606
H 0.8446 -3.4229 -1.4088
H 0.7422 0.3080 1.9311
H -0.1502 2.4965 0.8583
H -0.8182 0.0233 -1.0261
*
```

As for the HOMO energy (alpha / beta): -0.3292 / -0.3242 Ha. The value obtained for the largest force on an atom is 2.9 eV/A. For the frontier orbital gap (alpha / beta), the calculation gives 7.639 / 7.246 eV.


Here is the ion C7H5Br3NOS with charge +1 in a non-equilibrium geometry from OMol25. Energies are from ωB97M-V/def2-TZVPD.

ORCA input file:
```
! RIJCOSX wB97M-V def2-TZVPD def2/J DEFGRID3
* xyz 1 1
C -1.3795 0.2105 -0.4270
C 0.0217 0.3965 -0.5743
C -2.0790 0.8450 -1.4811
C 0.4015 1.1639 -1.6374
C -1.6752 -0.4896 0.7574
C 0.7038 -0.0831 0.7197
C -0.3702 -0.9927 1.3594
N 2.1352 -0.5601 0.2722
O -2.7490 -0.7067 1.2934
S -1.0424 1.6042 -2.6031
Br -3.8942 0.9277 -1.5687
Br 2.1418 1.5706 -2.2840
Br -0.2409 -0.7190 3.2737
H 0.9199 0.7417 1.5407
H -0.2975 -2.0136 1.1881
H 2.5435 -1.3047 0.8071
H 2.9186 0.2380 0.1543
H 1.9416 -0.8285 -0.7904
*
```

As for the HOMO energy: -0.4628 Ha. The value obtained for the largest force on an atom is 4.0 eV/A. For the frontier orbital gap, the calculation gives 8.303 eV. Its SMILES is [NH3+][C@H]1c2c(Br)sc(Br)c2C(=O)[C@@H]1Br.


Here is an isolated molecule of C7H5Cl in a non-equilibrium geometry from OMol25. Energies are from ωB97M-V/def2-TZVPD.

ORCA input file:
```
! RIJCOSX wB97M-V def2-TZVPD def2/J DEFGRID3
* xyz 0 1
C 0.9736 1.3796 0.1800
C 1.1775 0.0858 0.5160
C -0.4015 1.6421 -0.0501
C -0.1912 -0.5973 0.3929
C -0.3372 -1.9110 0.9307
C -1.1281 0.5171 0.1441
C -0.1344 -1.7860 -0.6010
Cl -2.7776 0.1786 -0.0593
H 1.6423 2.2210 -0.0545
H 2.0659 -0.4255 0.7497
H -0.8077 2.6492 -0.1412
H -0.9688 -2.0117 -1.1768
H 0.8873 -1.9416 -0.8304
*
```

As for the HOMO energy: -0.3207 Ha. The value obtained for the largest force on an atom is 4.2 eV/A. For the frontier orbital gap, the calculation gives 7.817 eV.


Here is the ion C7H5ClFO2 with charge -1 in a non-equilibrium geometry from OMol25. Energies are from ωB97M-V/def2-TZVPD.

ORCA input file:
```
! RIJCOSX wB97M-V def2-TZVPD def2/J DEFGRID3
* xyz -1 1
C -1.3732 -1.4972 0.1090
C -0.0474 -1.9867 0.5011
C -1.4410 -0.1804 -0.4708
C 0.9347 -1.6891 -0.2926
C 1.1377 2.5808 0.0295
C -0.4238 0.8244 -0.5673
C 0.3559 1.4044 0.3977
O 2.0097 3.0959 0.7291
O 0.6500 3.0087 -0.9983
F 2.1997 -2.3878 -0.0731
Cl 0.6964 0.5016 1.7681
H -2.2842 -2.0033 0.5229
H -0.0441 -2.8761 1.1369
H -2.3736 0.3349 -0.6621
H 0.7693 -0.6581 -0.7475
H -0.7661 1.5282 -1.3827
*
```

As for the HOMO energy: -0.1653 Ha. The value obtained for the largest force on an atom is 5.1 eV/A. For the frontier orbital gap, the calculation gives 7.704 eV. Its SMILES is O=C([O-])/C(Cl)=C/C=C\C=C\F.


Here is an isolated molecule of C7H5ClO in a non-equilibrium geometry from OMol25. Energies are from ωB97M-V/def2-TZVPD.

ORCA input file:
```
! RIJCOSX wB97M-V def2-TZVPD def2/J DEFGRID3
* xyz 0 1
C 0.4303 -0.3066 2.3573
C 0.9722 -0.3341 1.1551
C -0.8930 -0.2240 2.5902
C -1.7219 -0.1416 1.3895
C 0.9595 -0.4801 -0.1044
C -1.2915 -0.3595 0.1098
C 1.3481 -0.4317 -1.5172
O 1.0505 0.8066 -2.0639
Cl -1.7868 -0.1066 -1.4548
H -1.2948 -0.3855 3.6054
H -2.7620 0.0976 1.6158
H 0.9332 -1.1790 -2.0483
H 2.4069 -0.4044 -1.4601
H 0.0632 0.6787 -2.1378
*
```

As for the HOMO energy (alpha / beta): -0.3063 / -0.3050 Ha. The value obtained for the largest force on an atom is 4.3 eV/A. For the frontier orbital gap (alpha / beta), the calculation gives 7.658 / 7.602 eV.


Here is an isolated molecule of C7H5F in a non-equilibrium geometry from OMol25. Energies are from ωB97M-V/def2-TZVPD.

ORCA input file:
```
! RIJCOSX wB97M-V def2-TZVPD def2/J DEFGRID3
* xyz 0 1
C -0.8396 -0.2869 -0.7042
C -1.4602 0.8590 -0.0413
C -2.1173 1.7353 0.4494
C 0.5014 -0.6049 -0.1210
C 0.6161 -1.6712 0.6864
C 1.5235 0.3567 -0.2203
C 2.4573 1.0866 -0.2819
H -0.6937 -0.0919 -1.7373
H -2.8496 2.5076 0.8019
H 1.5313 -1.9126 1.1756
H -0.2314 -2.4052 0.8105
H 3.2352 1.8266 -0.3366
F -1.6731 -1.3990 -0.4813
*
```

As for the HOMO energy: -0.3472 Ha. The value obtained for the largest force on an atom is 2.2 eV/A. For the frontier orbital gap, the calculation gives 10.235 eV. Its SMILES is C#CC(=C)[C@@H](F)C#C.


Here is an isolated molecule of C7H5F3O in a non-equilibrium geometry from OMol25. Energies are from ωB97M-V/def2-TZVPD.

ORCA input file:
```
! RIJCOSX wB97M-V def2-TZVPD def2/J DEFGRID3
* xyz 0 1
C 1.9455 1.0457 0.0558
C 1.2390 -1.3034 0.4721
C 2.1159 -0.4128 -0.0165
C 0.8357 1.4879 0.7095
C -0.3728 0.6670 0.9236
C -1.0640 0.4859 -0.4288
C 0.0182 -0.8634 1.0445
O -2.4074 0.2902 -0.5077
F 3.3027 -0.8291 -0.4777
F 0.6255 2.8569 0.7309
F -0.8718 -1.8338 1.4450
H 2.6932 1.6140 -0.4549
H 1.5077 -2.3615 0.6961
H -0.9558 1.0284 1.7435
H -0.3332 0.0276 -1.1493
H -2.5131 -0.5813 -0.8437
*
```

As for the HOMO energy (alpha / beta): -0.2688 / -0.2840 Ha. The value obtained for the largest force on an atom is 2.7 eV/A. For the frontier orbital gap (alpha / beta), the calculation gives 7.471 / 7.465 eV.


Here is an isolated molecule of C7H5IN2O4 in a non-equilibrium geometry from OMol25. Energies are from ωB97M-V/def2-TZVPD.

ORCA input file:
```
! RIJCOSX wB97M-V def2-TZVPD def2/J DEFGRID3
* xyz 0 1
C -2.6121 -0.8387 -0.0886
C -1.8769 -0.8692 1.2103
C -2.0195 -0.4980 -1.2647
C -0.5187 -0.6687 1.2063
C -0.6838 -0.0165 -1.1990
C 0.0984 -0.1477 0.0121
C 1.5212 0.1414 0.1037
N 1.8955 1.1057 1.2335
N 1.8546 0.8431 -1.1629
O 1.1304 2.0216 1.3987
O 1.4371 1.9708 -1.1496
O 2.9963 0.9685 1.6988
O 2.4142 0.3131 -2.0599
I 2.8526 -1.5337 0.1833
H -3.5261 -1.3010 -0.0859
H -2.4312 -0.9526 2.1434
H -2.5616 -0.1860 -2.1817
H 0.2101 -0.7618 2.0902
H -0.1803 0.4100 -2.0879
*
```

As for the HOMO energy: -0.3512 Ha. The value obtained for the largest force on an atom is 4.1 eV/A. For the frontier orbital gap, the calculation gives 8.811 eV. Its SMILES is O=[N+]([O-])C(I)(c1ccccc1)[N+](=O)[O-].


Here is a structure of composition C7H5MnNO7 in a non-equilibrium geometry from OMol25. Energies are from ωB97M-V/def2-TZVPD.

ORCA input file:
```
! RIJCOSX wB97M-V def2-TZVPD def2/J DEFGRID3
* xyz 3 5
O 5.3806 -0.9239 0.9165
C 4.2738 -0.7858 0.7011
Mn 1.6028 -0.3081 0.1764
O 1.9087 -1.1898 -2.6397
C 1.7558 -0.8377 -1.5307
C 1.3142 0.3009 1.8455
O 1.1328 0.7022 2.9368
C 1.9344 1.3608 -0.3712
O 2.1553 2.4622 -0.7239
C 1.2451 -2.0292 0.6480
O 1.2331 -3.1902 0.8815
N -2.8938 1.3705 -0.6748
C -2.8190 -0.0632 -0.1690
C -1.3493 -0.2663 0.1090
O -1.0044 -1.2187 0.9132
O -0.6006 0.5532 -0.4708
H -2.8885 1.9541 0.1506
H -3.7444 1.5319 -1.1823
H -2.0491 1.5260 -1.2065
H -3.4522 -0.2111 0.6940
H -3.1353 -0.7381 -1.0037
*
```

As for the HOMO energy (alpha / beta): -0.8594 / -0.8628 Ha. The value obtained for the largest force on an atom is 11.9 eV/A. For the frontier orbital gap (alpha / beta), the calculation gives 10.088 / 6.482 eV.


Here is a cluster of 3 separate species, C7H5N4O2 in total in a non-equilibrium geometry from OMol25. Energies are from ωB97M-V/def2-TZVPD.

ORCA input file:
```
! RIJCOSX wB97M-V def2-TZVPD def2/J DEFGRID3
* xyz 1 1
C 2.9780 -1.3486 1.1819
C 1.1371 -1.1925 0.0595
C 3.0859 -1.6071 -1.0724
C -2.4758 -0.1978 1.0943
C -3.0877 0.4746 0.1695
C 2.7866 2.0175 -0.1122
C -3.7041 1.0110 -0.9162
N 3.5710 -1.4090 2.1474
N 0.0334 -1.0455 0.3293
N 3.4634 -1.9753 -2.0617
N 2.4261 -1.0544 -0.0332
O 3.0084 3.0530 0.3543
O 2.5687 0.8953 -0.3473
H -2.3206 -0.0201 2.1853
H -1.7169 -0.8309 0.7682
H -4.8629 1.0169 -0.6188
H -3.6440 0.2394 -1.7829
H -3.2468 1.9734 -1.3453
*
```

As for the HOMO energy: -0.5208 Ha. The value obtained for the largest force on an atom is 6.2 eV/A. For the frontier orbital gap, the calculation gives 7.877 eV.


Here is a structure of composition C7H5N5O5 in a non-equilibrium geometry from OMol25. Energies are from ωB97M-V/def2-TZVPD.

ORCA input file:
```
! RIJCOSX wB97M-V def2-TZVPD def2/J DEFGRID3
* xyz 0 1
N -1.8307 -4.3396 0.8746
C -1.3396 -3.2698 0.8859
C -0.7124 -1.9762 0.8033
C 0.6748 -1.7605 0.6477
C 1.1549 -0.4440 0.4158
N 2.5361 -0.3462 0.1177
O 3.3019 -1.2460 0.5042
O 2.9754 0.7180 -0.4766
C 0.2727 0.7158 0.4457
C -1.1255 0.4242 0.4862
N -2.2097 1.1661 0.0025
O -2.3740 2.3548 -0.1982
O -3.3621 0.2740 0.0845
N -2.9872 -1.0134 0.5128
C -1.6323 -0.8932 0.6438
H 1.3930 -2.5612 0.8264
H 0.5734 1.7095 0.8159
N 0.7530 1.6059 -1.2438
O 0.7565 3.0708 -1.3554
H 1.8232 1.2959 -1.1413
H -0.1318 1.2511 -1.6649
H 1.4903 3.2639 -1.9871
*
```

As for the HOMO energy: -0.3222 Ha. The value obtained for the largest force on an atom is 3.7 eV/A. For the frontier orbital gap, the calculation gives 6.798 eV.


Molecular weight, respectively: 312.34; 152.24; 390.90; 124.57; 175.57; 140.57; 108.11; 162.11; 308.03; 270.05; 177.14; 239.15 Da.
E_tot, respectively: -1205.4604; -1065.1649; -8519.6594; -729.7083; -980.1985; -804.8906; -369.4245; -644.4147; -977.6500; -2000.8327; -638.7190; -919.3139 a.u..
Energy above the lowest of the compared OMol25 structures with the same formula, charge and spin, respectively: 0.0; 272.0; 0.0; 124.4; 289.9; 464.4; 32.3; 273.1; 0.0; 106.5; 447.3; 107.0 kJ/mol.